Entry 1:
The molecule C15H19BrN2OS, computed with ωB97M-V/def2-TZVPD.

Last column: Mulliken charge in e.
CARTESIAN COORDINATES (ANGSTROEM)
C 3.26 -1.64 1.85  -1.28
C 4.34 -0.59 1.57  -0.29
N 5.35 -1.05 0.63  0.07
C 6.46 -0.11 0.58  -0.34
C 7.67 -0.64 -0.19  -1.40
C 4.85 -1.46 -0.66  -1.16
C 4.17 -0.38 -1.54  -0.63
N 2.75 -0.26 -1.29  0.00
C 2.20 0.83 -0.72  0.36
O 2.83 1.82 -0.41  -0.69
C 0.74 0.76 -0.48  0.65
C -0.17 -0.22 -0.71  -0.56
C -1.48 0.15 -0.31  0.09
C -2.67 -0.59 -0.39  -0.54
C -3.83 -0.02 0.07  -0.07
Br -5.46 -1.01 -0.03  -0.21
C -3.86 1.27 0.61  -0.42
C -2.71 2.01 0.69  -0.53
C -1.52 1.45 0.24  0.28
S 0.05 2.19 0.24  -0.27
H 3.73 -2.60 2.04  0.36
H 2.69 -1.34 2.73  0.43
H 2.57 -1.74 1.02  0.17
H 3.87 0.36 1.26  0.22
H 4.86 -0.39 2.51  0.51
H 6.77 0.06 1.62  0.45
H 6.17 0.87 0.17  0.28
H 7.50 -0.62 -1.26  0.32
H 8.53 -0.02 0.03  0.43
H 7.88 -1.66 0.11  0.34
H 4.15 -2.28 -0.50  0.50
H 5.70 -1.86 -1.22  0.37
H 4.31 -0.63 -2.60  0.34
H 4.60 0.60 -1.35  0.37
H 2.18 -1.06 -1.50  0.20
H 0.04 -1.18 -1.15  0.40
H -2.66 -1.59 -0.80  0.47
H -4.80 1.68 0.95  0.41
H -2.72 3.01 1.10  0.40

Results
LUMO = -0.0162 eV
Orbital gap = 8.29 eV
SMILES = CCN(CC)CCNC(=O)c1cc2cc(Br)ccc2s1
ΔE to the lowest compared entry with this formula, charge and spin = 0.6 kcal per mole

Entry 2:
A structure of composition C4H6O3Tm, computed with ωB97M-V/def2-TZVPD.

Last column: Mulliken charge in e.
CARTESIAN COORDINATES (ANGSTROEM)
C 0.05 2.74 5.14  0.72
C -0.34 2.00 4.18  -0.57
O 0.49 3.33 6.12  -0.21
H -1.31 1.46 4.34  0.30
H 0.35 1.75 3.37  0.28
H 0.41 4.31 6.11  0.48
O -0.74 0.64 0.29  -0.10
C -0.24 0.52 -0.79  0.11
O -0.97 -0.12 -1.82  -0.27
Tm 1.17 0.55 -2.73  1.86
C -2.30 -0.60 -1.62  -0.52
H -2.30 -1.34 -0.82  0.33
H -2.96 0.24 -1.35  0.33
H -2.62 -1.04 -2.56  0.25

Results
LUMO (alpha / beta) = -12.3155 / -14.6809 eV
Orbital gap (alpha / beta) = 8.98 / 6.42 eV
2S+1 = 3
Net charge = +3
ΔE to the lowest compared entry with this formula, charge and spin = 0.0 kcal per mole

Entry 3:
A cluster of 2 separate species, C5H10N2O in total, computed with ωB97M-V/def2-TZVPD.

Last column: Mulliken charge in e.
CARTESIAN COORDINATES (ANGSTROEM)
C 1.82 -0.69 -0.75  -1.18
C 1.17 -0.08 0.43  0.53
C 1.67 0.82 1.33  -0.50
N 0.75 0.99 2.33  -0.07
C -0.29 0.17 2.03  -0.18
N -0.08 -0.49 0.94  -0.48
H 2.81 -0.95 -0.39  0.33
H 1.83 0.09 -1.53  0.31
H 1.29 -1.48 -1.28  0.28
H 2.51 1.48 1.23  0.39
H 0.99 1.52 3.13  0.17
H -1.17 0.21 2.65  0.41
C -2.43 -0.53 -1.75  -0.50
O -1.89 0.77 -1.97  -0.52
H -3.52 -0.55 -1.64  0.25
H -2.24 -1.19 -2.61  0.21
H -2.01 -0.94 -0.83  0.22
H -1.20 0.84 -1.32  0.32

Results
LUMO = 0.7735 eV
Orbital gap = 9.62 eV
SMILES = Cc1c[nH]cn1.CO
ΔE to the lowest compared entry with this formula, charge and spin = 27.5 kcal per mole

ΔE to the lowest compared entry with this formula, charge and spin of number 1 (C15H19BrN2OS)? 0.6 kcal per mole